# 1
41
Properties=species:S:1:pos:R:3:forces:R:3:lowdin_charge:R:1 method="wB97M-V/def2-TZVPD" spin_multiplicity=1 orbital_gap_ev=8.0 charge=0 de_lowest_ev=5.346 lumo_ev=0.17 e_homo_ev=-7.86 total_energy_ha=-917.398423
C 0.3389 2.7729 -2.1503 0.0 1.1 0.7 -0.230
O -0.5547 3.8425 -1.8024 0.1 0.3 0.2 -0.085
C 1.5809 2.7311 -1.2606 -0.3 -0.1 0.6 -0.172
C 1.2111 2.8122 0.2386 0.6 -1.2 -0.1 -0.146
C 1.0406 1.4671 0.8969 0.2 -0.5 -0.8 -0.347
C -0.1442 0.9809 1.2662 -0.1 0.6 0.8 -0.174
N -0.3930 -0.2319 1.9818 0.5 0.6 -0.6 0.039
N 2.2279 0.6676 1.0172 -0.5 0.1 -0.6 0.093
H 0.6622 3.0663 -3.1368 -0.1 -0.8 -0.7 0.111
H -0.2175 1.8479 -2.0422 0.2 -0.4 -0.6 0.116
H -1.3668 3.5080 -1.4186 0.1 -0.2 0.0 0.075
H 2.3259 3.4943 -1.4701 -0.3 0.4 -0.3 0.108
H 2.1028 1.7999 -1.4850 0.0 -0.2 0.0 0.090
H 0.2731 3.3456 0.3398 0.3 0.6 0.2 0.100
H 2.0688 3.2489 0.7587 -0.4 0.6 0.1 0.119
H -0.9997 1.6482 1.1955 0.0 0.0 -0.1 0.103
H 0.4875 -0.7169 2.1206 -0.2 -0.2 0.1 0.036
H -0.6944 0.0471 2.9096 -0.2 -0.3 0.0 0.080
H 1.9805 -0.2724 0.7224 0.1 -0.3 0.3 0.058
H 2.8944 0.9530 0.3060 0.1 0.2 0.3 0.068
H 1.9463 -1.7174 -1.9767 0.3 -0.6 -0.2 -0.017
H 2.9196 -0.6942 -2.3300 0.4 0.1 -0.4 0.022
O 2.6018 -1.5361 -2.6759 -0.5 0.5 0.7 -0.062
H -2.7809 -1.2966 3.8379 0.1 -0.1 0.1 0.044
H -2.1343 -2.4946 3.0957 0.2 0.1 0.2 0.035
O -2.7143 -1.7351 2.9875 -0.3 -0.2 -0.2 -0.050
H 0.6819 -3.7222 3.0008 0.1 -0.3 0.1 0.038
H 0.8494 -3.0084 1.6490 0.0 0.1 -0.2 -0.002
O 0.6658 -2.8634 2.5843 -0.1 0.1 0.2 -0.054
H 2.0494 -3.2642 -0.1565 0.2 -0.8 -0.2 0.058
H 0.4836 -3.0481 -0.5796 0.4 0.2 -0.2 0.051
O 1.3456 -2.6515 -0.3295 -0.3 0.7 0.6 -0.078
H -2.6357 -1.2751 0.7868 -0.1 -0.3 0.2 0.096
H -2.7117 0.1689 0.4403 0.3 0.5 1.4 0.100
O -3.2445 -0.6312 0.3997 -0.7 0.7 11.0 0.113
H -1.5453 -1.6634 -1.5974 0.0 0.4 -0.5 0.005
H -0.0442 -1.6992 -2.1661 -0.4 0.4 -0.2 0.025
O -0.7124 -2.1774 -1.6767 -0.2 -0.8 0.3 -0.068
H -3.2413 -0.4090 -0.6368 -1.0 -0.5 -2.8 -0.260
H -3.6731 -0.6241 -2.1230 0.2 -0.1 -0.6 0.050
O -2.9297 -0.6701 -1.5209 1.4 -0.1 -8.9 -0.086

=====

# 2
40
Properties=species:S:1:pos:R:3:forces:R:3:lowdin_charge:R:1 method="wB97M-V/def2-TZVPD" spin_multiplicity=1 orbital_gap_ev=5.5 charge=-1 de_lowest_ev=2.068 lumo_ev=2.40 e_homo_ev=-3.11 total_energy_ha=-1185.716178
C 0.7374 1.2800 -1.9228 -1.3 -2.9 -0.5 -0.236
N -0.0353 0.1125 -1.3178 -0.3 0.0 0.7 -0.072
C -1.5380 0.1607 -1.5322 1.7 3.0 0.9 -0.487
C -2.0476 1.1665 -0.4607 0.0 -0.6 -0.3 -0.762
S -3.8213 1.5057 -0.6410 0.1 0.0 0.3 0.155
C -2.1593 -1.1968 -1.5025 -1.3 -0.9 -0.7 -0.090
C 1.9825 1.5931 -1.1523 1.4 -0.1 1.1 -0.101
H 0.9998 0.8517 -2.9022 0.1 0.9 -0.2 0.104
H -0.0640 2.0026 -2.0146 0.6 0.8 -0.2 0.095
H 0.2515 -0.7831 -1.6921 0.5 0.2 -0.1 0.042
H -1.6824 0.8013 -2.4235 -0.4 -1.2 -0.5 0.110
H -1.7029 0.7098 0.4699 -0.6 0.0 0.5 0.018
H -1.4642 2.0971 -0.5657 -0.1 -0.2 -0.1 0.034
H -2.8103 -1.2756 -2.3836 0.4 -0.4 0.0 0.075
H -2.8892 -1.4079 -0.7180 0.2 0.8 0.5 0.059
H -1.4883 -2.0626 -1.4368 0.3 0.3 -0.4 0.068
H 1.9459 2.3736 -0.3712 -0.4 -0.3 -0.8 0.050
H 2.3008 0.6839 -0.6061 -0.4 0.2 -0.1 0.054
H 2.8875 1.7745 -1.7524 -0.5 0.4 -0.3 0.074
H -2.1001 -1.7344 1.9974 -0.1 0.8 0.2 -0.006
H -1.0461 -1.1937 3.0337 -0.3 0.5 -0.3 0.006
O -1.4217 -1.9691 2.6264 0.9 -1.7 0.2 -0.077
H -3.1780 0.6269 2.9013 -0.1 0.1 -0.2 0.046
H -4.2085 -0.2199 2.1439 0.0 0.4 -0.4 0.037
O -3.2790 -0.1796 2.3887 -0.3 -0.1 0.4 -0.088
H 2.8978 -1.2208 0.3584 -0.3 0.1 -0.4 0.046
H 1.8134 -2.2618 -0.1704 -0.1 0.4 -0.1 0.044
O 2.3904 -2.0121 0.5521 0.3 -0.7 0.0 -0.040
H 1.8846 -2.9456 -2.7727 0.0 -0.1 -0.1 0.028
H 0.6887 -2.0955 -3.1533 -0.2 0.0 -0.1 0.007
O 1.1544 -2.9011 -3.3993 0.1 0.0 0.2 -0.050
H 1.9599 -0.7528 3.2108 -0.1 0.0 -0.3 0.003
H 2.4708 -1.8720 2.2630 -0.2 0.4 0.5 -0.014
O 2.7045 -1.3375 3.0453 0.3 -0.2 0.3 -0.092
H 0.3073 0.5620 0.9472 0.1 0.0 0.1 0.025
H 0.0024 1.5685 2.0677 -0.2 0.0 -0.1 0.051
O 0.6514 0.9141 1.7956 0.0 -0.3 -0.1 -0.067
H 2.3038 2.0853 1.5301 -0.6 -0.1 0.5 -0.007
H 2.0099 3.5492 2.0446 -0.2 -0.4 0.1 0.034
O 2.5912 3.0029 1.5151 1.0 0.6 -0.2 -0.078

=====

# 3
41
Properties=species:S:1:pos:R:3:forces:R:3:lowdin_charge:R:1 method="wB97M-V/def2-TZVPD" spin_multiplicity=1 orbital_gap_ev=7.3 charge=-1 de_lowest_ev=0.000 lumo_ev=2.84 e_homo_ev=-4.46 total_energy_ha=-1584.021029
C -0.2732 -1.2388 0.6310 -0.1 0.3 0.0 -0.277
C -1.2241 -2.4260 0.5650 0.4 -0.1 -0.3 -0.577
S -1.0675 -3.5418 1.9891 -0.1 -0.1 0.0 0.690
C -0.1062 -0.5269 -0.7125 -0.1 -0.1 0.1 -0.204
N 0.6982 -1.3202 -1.6692 -0.2 0.2 0.4 -0.092
C 1.8845 -0.6015 -2.1481 0.2 -0.1 0.1 -0.296
C 2.9779 -0.5097 -1.0700 0.2 0.5 -0.1 -0.640
S 3.3168 1.1862 -0.4487 0.0 0.0 -0.2 0.399
H -0.6327 -0.5240 1.3775 0.0 0.0 0.0 0.106
H 0.7169 -1.5674 0.9573 0.0 -0.1 0.0 0.084
H -2.2589 -2.0968 0.5381 -0.1 0.1 0.1 0.049
H -1.0460 -2.9902 -0.3551 0.0 -0.1 0.1 0.069
H 0.1432 -4.0174 1.6556 0.0 0.1 0.0 -0.159
H 0.3636 0.4380 -0.5385 0.2 0.0 0.0 0.079
H -1.0866 -0.2932 -1.1425 -0.1 -0.1 0.0 0.119
H 0.1131 -1.5577 -2.4487 -0.1 -0.1 -0.4 0.103
H 1.6584 0.4143 -2.4796 -0.2 0.1 0.0 0.086
H 2.2569 -1.1396 -3.0214 0.0 -0.1 0.0 0.103
H 3.9193 -0.8568 -1.4922 0.0 -0.2 0.0 0.030
H 2.7379 -1.1562 -0.2298 -0.1 -0.1 0.0 0.030
H 1.4637 0.2301 2.1133 0.1 0.5 -0.1 0.037
H 2.2214 1.3700 1.4035 0.4 -0.2 -0.6 -0.101
O 1.5269 1.1990 2.0683 -0.6 -0.4 0.9 -0.123
H 0.1576 1.9713 1.3667 -0.2 0.0 0.0 0.013
H -0.0663 2.7746 0.0643 0.0 0.3 0.3 0.005
O -0.5449 2.4455 0.8611 -0.3 -0.1 0.0 -0.122
H -3.4894 2.3521 0.7198 -0.1 0.0 0.0 0.032
H -2.1968 1.8747 0.1340 0.1 -0.1 0.0 0.010
O -3.1584 1.8161 -0.0154 0.0 0.2 0.1 -0.073
H -1.8273 3.3774 1.8490 -0.4 0.0 0.6 0.011
H -2.5671 3.1562 3.2236 0.2 0.1 -0.5 0.039
O -2.6291 3.6291 2.3793 0.3 -0.2 -0.1 -0.097
H -4.0487 0.2709 -0.3184 0.0 -0.3 -0.1 -0.009
H -3.6716 -1.1179 -0.8342 0.1 -0.1 -0.1 -0.005
O -4.4262 -0.6132 -0.5274 0.0 0.3 0.1 -0.093
H 1.6712 4.0024 -0.7153 -0.5 -0.4 -0.2 0.063
H 1.6352 2.5236 -1.0803 0.1 0.1 0.1 -0.078
O 1.0440 3.3246 -1.0295 0.7 0.3 -0.3 -0.132
H 1.3440 -2.9476 -0.7800 0.0 0.1 -0.1 -0.013
H 2.7105 -3.5886 -0.4903 -0.4 0.0 0.1 0.035
O 1.7601 -3.7245 -0.3493 0.4 -0.1 0.0 -0.100

=====

# 4
43
Properties=species:S:1:pos:R:3:forces:R:3:lowdin_charge:R:1 method="wB97M-V/def2-TZVPD" spin_multiplicity=1 orbital_gap_ev=8.4 charge=0 de_lowest_ev=8.322 lumo_ev=-0.41 e_homo_ev=-8.81 total_energy_ha=-1013.662468 smiles="C[C@H](C(=O)O)N(C)C.O.O.O.O.O.O.O.O"
C 0.5914 -0.5599 -0.8414 -0.8 0.4 -1.1 -0.077
N -0.2505 -1.6522 -0.2704 1.2 -1.1 -0.1 -0.189
C 0.3550 -2.9469 -0.8194 0.7 1.0 3.1 -0.073
C -2.6336 -1.7412 -1.3853 -2.8 1.2 3.5 0.005
C -1.7525 -1.6151 0.0189 1.8 -3.3 -4.8 -0.190
C -2.2058 -0.3444 0.4847 -4.7 2.0 1.4 -0.561
O -3.5886 -0.2460 0.7477 0.3 -1.0 0.1 0.055
O -1.6553 0.6878 0.5330 2.8 2.6 -0.3 0.094
H 1.7318 -0.6742 -0.9125 -2.0 -0.7 0.7 0.087
H 0.2604 -0.3867 -1.8752 0.2 0.2 -0.1 0.083
H 0.3827 0.3400 -0.3182 0.1 0.8 0.3 0.030
H 1.4298 -2.7324 -0.9135 -0.2 0.2 0.4 0.063
H 0.3144 -3.5325 0.1428 -0.2 -0.8 -1.8 0.094
H 0.2203 -3.3821 -1.8151 -1.5 0.0 0.3 0.080
H -2.5831 -2.4940 -2.0516 1.6 -3.7 -1.4 0.021
H -2.6415 -0.9692 -2.1216 0.3 1.7 0.4 0.064
H -3.7286 -1.9009 -1.0568 1.5 0.8 -0.3 0.111
H -2.0435 -2.5515 0.6106 0.5 1.5 -0.6 0.172
H -3.8545 0.6770 1.0076 1.1 -1.2 -0.4 0.149
H -0.5149 -0.8577 2.6818 -3.4 0.2 0.3 0.096
H -1.8895 -1.6164 2.5909 -0.2 -0.9 0.1 0.027
O -1.5481 -0.7577 2.8007 3.6 0.3 0.4 -0.044
H 1.2267 2.8749 -0.2544 1.8 -0.1 0.1 -0.018
H 2.3844 2.2026 0.4528 -0.1 1.1 -0.6 0.003
O 2.2018 2.7254 -0.3662 -0.7 -0.7 0.1 -0.106
H 1.3036 -0.7615 2.3049 1.7 0.2 -0.1 0.054
H 2.4943 -0.9876 3.3012 -0.2 0.6 -1.0 0.096
O 2.2660 -0.5437 2.4470 -1.3 -1.6 0.9 -0.058
H 4.4653 -0.5682 0.2779 -0.9 -2.3 -1.8 0.104
H 3.7458 0.1284 -0.5704 -1.1 0.6 -1.6 0.011
O 3.9125 -0.8214 -0.5711 2.1 1.8 3.4 -0.105
H -0.3349 1.9412 0.9950 1.3 1.7 -0.1 0.077
H -0.3182 3.0648 1.8894 -2.0 1.9 3.4 0.013
O 0.1650 2.8296 1.1664 -0.6 -3.7 -2.7 -0.055
H 2.5960 1.1184 2.1858 -0.4 -0.4 0.6 -0.020
H 1.7455 2.1879 2.8994 -2.1 0.1 1.2 -0.002
O 2.5028 2.0459 2.4025 3.0 0.7 -1.4 -0.040
H 0.3202 3.3258 -1.6060 -1.6 -0.3 0.3 0.049
H -0.9621 2.9526 -0.6764 0.8 0.4 -0.9 0.020
O -0.6392 3.0694 -1.5965 0.5 0.1 0.0 -0.075
H -0.9509 1.5207 -3.9001 2.6 6.4 3.8 -0.062
H -1.2808 0.1438 -3.7444 -0.2 -6.2 5.4 -0.087
O -1.2397 0.8075 -4.2742 -2.4 -0.1 -9.1 0.106

=====

# 5
41
Properties=species:S:1:pos:R:3:forces:R:3:lowdin_charge:R:1 method="wB97M-V/def2-TZVPD" spin_multiplicity=4 orbital_gap_ev="8.3 / 10.2" charge=+1 de_lowest_ev=2.951 lumo_ev="-5.27 / -3.62" e_homo_ev="-13.60 / -13.85" total_energy_ha=-1677.136014
Cr 18.4042 -7.2212 -0.4553 0.3 0.3 0.8 0.989
B 20.4366 -6.3538 -0.6218 0.6 1.0 0.4 -0.340
H 20.2182 -7.2439 -0.0524 -0.1 -3.5 2.4 -0.028
H 21.4248 -6.3672 -1.0548 3.3 -0.6 -1.5 0.022
H 19.7556 -6.3180 -1.4580 -2.6 0.6 -3.5 -0.022
H 20.3424 -5.4749 -0.0030 -0.5 3.1 2.2 -0.005
B 16.2997 -7.8690 -0.2802 -1.3 0.4 -0.3 -0.347
H 15.7929 -7.1902 -0.9485 -1.5 2.5 -2.4 -0.001
H 16.7564 -7.3545 0.5510 1.5 2.2 3.3 -0.036
H 15.5441 -8.5071 0.1513 -2.1 -2.7 1.6 0.028
H 17.0763 -8.4293 -0.7773 2.5 -2.8 -2.3 -0.033
C 20.4700 -8.9349 -2.6261 2.3 0.3 -0.2 -0.083
O 19.3779 -8.7024 -1.7942 -1.8 -1.1 1.0 -0.195
H 21.3807 -8.7831 -2.0466 0.0 0.6 -0.1 0.101
H 20.5653 -9.9934 -2.8680 -0.5 0.1 -0.5 0.109
H 20.4169 -8.2453 -3.4686 0.3 -0.4 -0.2 0.111
H 18.7711 -9.3966 -2.0614 -0.7 0.2 0.3 0.115
C 16.7965 -7.7098 -3.5785 -0.5 -0.6 -0.6 -0.092
O 17.6633 -6.9305 -2.7463 -0.6 0.1 -0.9 -0.180
H 15.9865 -7.1500 -4.0461 -0.1 0.5 0.5 0.098
H 17.3359 -8.0986 -4.4422 0.3 -0.4 0.2 0.094
H 16.3268 -8.5146 -3.0131 0.3 0.1 0.1 0.090
H 18.0502 -6.3339 -3.3912 0.6 0.5 0.4 0.115
C 17.8234 -5.9789 2.7958 -1.3 0.0 0.0 -0.061
O 18.6376 -6.2501 1.6241 -0.6 -0.1 0.9 -0.171
H 17.8197 -4.9354 3.1108 0.4 0.2 -0.5 0.095
H 16.7913 -6.2340 2.5552 0.1 0.1 -0.4 0.093
H 18.0096 -6.5517 3.7043 0.8 -0.4 -0.4 0.095
H 19.5562 -6.2261 1.9019 0.4 0.1 -0.3 0.104
C 17.9677 -3.9170 -0.4906 0.7 0.7 0.5 -0.061
O 17.4716 -5.2471 -0.7180 0.2 0.6 0.2 -0.181
H 18.3007 -3.7940 0.5400 0.1 -0.4 -0.1 0.090
H 18.7963 -3.6832 -1.1591 0.0 -0.1 0.0 0.101
H 17.1862 -3.1674 -0.6146 -0.2 -0.3 -0.3 0.103
H 16.6969 -5.1064 -1.2671 -0.2 -0.9 -0.1 0.110
C 18.0905 -9.4142 1.8836 -2.8 -1.3 1.6 -0.108
O 18.7933 -8.9413 0.7875 1.2 1.0 -0.4 -0.167
H 17.2081 -8.8379 2.1617 0.2 0.5 -0.7 0.090
H 17.6724 -10.3640 1.5501 -0.1 -0.3 0.5 0.114
H 18.5749 -9.5346 2.8526 1.0 0.0 -0.4 0.109
H 19.4492 -9.6253 0.6342 0.5 0.4 -0.7 0.136

=====

# 6
43
Properties=species:S:1:pos:R:3:forces:R:3:lowdin_charge:R:1 method="wB97M-V/def2-TZVPD" spin_multiplicity=1 orbital_gap_ev=8.8 charge=0 de_lowest_ev=2.154 lumo_ev=0.17 e_homo_ev=-8.67 total_energy_ha=-918.686554 smiles=NC[C@@H]1CCCN1.O.O.O.O.O.O.O.O
N 1.4187 1.6975 -1.4899 -1.1 0.9 0.0 -0.026
C 0.5338 2.2604 -2.5340 -0.6 -0.9 -0.9 -0.211
C -0.6530 2.9111 -1.8383 -1.0 1.0 0.9 -0.177
C -0.8450 2.1337 -0.5012 2.4 -1.0 -1.5 -0.111
C 0.5935 1.6023 -0.2503 1.1 -2.4 0.2 -0.343
C 0.6379 0.0856 0.1065 -0.6 -0.8 -0.2 -0.244
N -0.0047 -0.3075 1.3383 -0.9 -1.2 0.4 -0.017
H 2.0448 2.4272 -1.2116 0.9 0.2 -0.5 0.070
H 1.0724 3.0027 -3.1248 0.1 -0.2 -0.1 0.106
H 0.1649 1.4626 -3.2389 0.5 0.5 0.7 0.122
H -1.5993 3.0693 -2.4191 0.9 -0.6 0.3 0.119
H -0.3740 3.9226 -1.5640 0.2 0.4 0.0 0.095
H -0.9081 2.7018 0.4122 -1.8 0.3 0.0 0.101
H -1.4298 1.2324 -0.7455 -0.5 0.5 0.9 0.097
H 1.1107 2.0956 0.5821 -0.4 0.3 -0.4 0.113
H 0.0817 -0.4099 -0.7409 0.6 0.2 0.8 0.114
H 1.6409 -0.4585 0.2240 -0.8 1.6 -0.7 0.114
H -1.0086 -0.4557 1.3499 0.2 -0.1 -0.5 0.066
H 0.1537 0.2045 2.1832 0.6 0.6 -0.1 0.041
H -1.4504 -2.6005 -1.7933 -0.1 0.2 0.2 -0.012
H -2.8146 -1.8270 -1.5707 -0.1 -0.4 -0.1 0.004
O -1.9537 -1.7870 -1.9915 -0.2 0.5 -0.2 -0.082
H 2.2347 -0.7524 -1.5313 0.0 0.5 -0.5 -0.003
H 2.5037 -1.5525 -2.8760 0.0 0.4 0.1 0.055
O 2.1944 -1.6083 -1.9681 -0.1 -0.9 0.2 -0.054
H -0.5079 -1.2968 4.0773 -0.1 0.3 0.1 0.027
H -0.3350 -2.6013 3.3522 -0.6 0.3 0.1 0.026
O -1.0180 -1.9263 3.5626 0.6 -0.8 0.0 -0.075
H 1.7204 -3.2920 1.4272 -0.1 0.2 -0.3 0.027
H 0.9790 -2.0096 2.0172 -0.1 0.3 -0.8 -0.018
O 1.5138 -2.7943 2.2166 0.1 -0.3 0.9 -0.069
H -0.0912 -3.4878 -0.2565 0.1 0.1 0.0 0.049
H 0.6850 -2.8920 -1.4729 0.1 0.1 0.1 0.024
O -0.0771 -3.4388 -1.2165 0.3 -0.5 -0.1 -0.047
H -1.9971 1.3641 2.5417 0.3 -0.2 -0.4 0.052
H -1.5952 1.6855 3.9097 0.5 0.0 0.2 0.058
O -1.1924 1.4030 3.0764 -1.0 0.5 0.7 -0.060
H -4.1512 -0.6800 0.3595 0.2 0.0 0.1 0.033
H -3.3110 -0.0005 -0.7717 -0.9 -0.2 0.5 0.018
O -4.2253 -0.1436 -0.4333 0.8 0.2 -0.5 -0.064
H 3.3329 2.5125 1.2436 0.5 -0.1 0.2 0.054
H 4.0275 1.3278 0.4526 -0.3 0.6 0.3 0.071
O 3.2538 1.9153 0.4980 0.5 -0.3 -0.2 -0.046